ORCA calculation (wB97M-V/def2-TZVPD) on a molecular structure, C43H117N10O11Pd at a distorted geometry.

```
182
C43H117N10O11Pd wB97M-V/def2-TZVPD
Pd -1.96 2.87 2.76
C -0.32 1.41 -0.59
C -0.83 0.48 0.52
C 0.29 -0.32 1.21
O -1.68 1.12 1.41
H 0.31 0.83 -1.26
H 0.29 2.24 -0.24
H -1.19 1.76 -1.15
H -1.41 -0.27 -0.04
H -0.10 -1.11 1.86
H 0.96 0.32 1.78
H 0.80 -0.84 0.39
C 2.91 -1.34 3.70
C 3.37 -0.49 4.88
C 3.86 -1.27 6.06
O 2.79 -1.92 6.69
C 3.21 -2.78 7.73
N 4.41 0.44 4.40
H 3.68 -2.06 3.39
H 2.59 -0.74 2.85
H 2.04 -1.94 3.98
H 2.57 0.22 5.15
H 4.35 -0.59 6.77
H 4.63 -2.00 5.80
H 3.83 -3.59 7.34
H 2.35 -3.20 8.25
H 3.79 -2.20 8.45
H 4.81 0.84 5.26
H 4.06 1.33 4.04
C -2.02 4.57 -0.68
C -2.86 5.15 0.47
C -4.19 5.69 -0.10
O -5.03 6.19 0.92
C -5.25 7.59 0.81
N -3.25 4.07 1.43
H -2.01 5.36 -1.45
H -2.53 3.78 -1.23
H -1.01 4.39 -0.32
H -2.26 5.88 1.02
H -4.72 4.89 -0.61
H -3.98 6.44 -0.87
H -5.95 7.88 1.59
H -5.72 7.81 -0.15
H -4.31 8.15 0.91
H -4.09 4.40 1.91
H -3.60 3.39 0.74
C -4.45 -3.03 3.19
C -3.30 -2.24 2.57
C -2.56 -3.11 1.56
O -1.91 -4.23 2.09
C -0.60 -3.91 2.52
N -3.83 -1.03 1.94
H -5.24 -3.33 2.50
H -4.92 -2.50 4.02
H -4.10 -3.99 3.58
H -2.59 -1.98 3.37
H -1.93 -2.45 0.93
H -3.23 -3.39 0.74
H -0.56 -3.23 3.37
H 0.07 -3.64 1.70
H -0.16 -4.85 2.89
H -4.25 -1.28 1.02
H -3.02 -0.51 1.57
C -3.78 4.40 -6.13
C -3.44 5.48 -5.10
C -2.09 5.30 -4.42
O -2.01 4.03 -3.81
C -0.74 3.42 -3.99
N -3.46 6.78 -5.80
H -3.94 3.45 -5.59
H -2.91 4.21 -6.77
H -4.69 4.69 -6.63
H -4.22 5.51 -4.34
H -1.80 6.15 -3.79
H -1.32 5.42 -5.20
H 0.10 4.02 -3.61
H -0.56 3.22 -5.04
H -0.73 2.52 -3.38
H -4.29 6.95 -6.35
H -2.73 6.71 -6.50
C -4.45 2.05 -2.34
C -4.98 1.00 -1.37
C -4.56 -0.42 -1.75
O -4.80 -1.38 -0.72
C -5.02 -2.69 -1.24
N -4.51 1.38 -0.02
H -4.81 1.87 -3.36
H -3.37 2.00 -2.43
H -4.86 3.01 -2.06
H -6.06 1.09 -1.25
H -3.50 -0.48 -2.03
H -5.18 -0.68 -2.61
H -5.26 -3.34 -0.41
H -4.11 -3.03 -1.75
H -5.81 -2.67 -2.00
H -3.51 1.21 0.11
H -4.97 0.76 0.63
C -4.59 0.46 5.46
C -3.57 1.41 4.84
C -2.18 0.82 5.07
O -1.23 1.66 4.42
C 0.12 1.18 4.52
N -3.82 1.56 3.40
H -4.45 -0.53 5.02
H -5.63 0.74 5.30
H -4.38 0.19 6.50
H -3.73 2.39 5.29
H -2.12 -0.16 4.59
H -1.94 0.79 6.14
H 0.16 0.17 4.11
H 0.44 1.16 5.56
H 0.82 1.77 3.94
H -3.55 0.71 2.90
H -4.81 1.66 3.20
C 4.83 -0.73 -0.02
C 5.14 0.79 0.00
C 3.84 1.60 0.03
O 4.14 2.96 0.17
C 3.02 3.81 0.01
N 6.01 0.91 1.15
H 4.16 -1.02 -0.83
H 4.36 -0.98 0.93
H 5.75 -1.28 -0.14
H 5.67 0.94 -0.94
H 3.28 1.28 0.93
H 3.21 1.39 -0.85
H 2.47 3.69 -0.93
H 3.31 4.83 0.25
H 2.30 3.56 0.81
H 5.53 0.51 1.95
H 6.07 1.91 1.34
C 5.74 -0.88 -3.76
C 4.95 0.18 -4.56
C 3.98 1.03 -3.76
O 2.85 0.41 -3.21
C 1.62 0.73 -3.81
N 5.84 1.08 -5.30
H 6.30 -1.53 -4.43
H 5.04 -1.55 -3.25
H 6.39 -0.35 -3.06
H 4.36 -0.33 -5.32
H 3.67 1.88 -4.37
H 4.51 1.64 -3.01
H 1.41 1.80 -3.69
H 0.84 0.20 -3.27
H 1.60 0.62 -4.90
H 6.35 0.53 -5.98
H 6.57 1.42 -4.68
C 0.68 -6.31 -1.97
C -0.21 -5.40 -1.13
C -1.14 -4.55 -2.04
O -0.43 -3.81 -3.02
C 0.39 -2.79 -2.49
N -1.01 -6.21 -0.21
H 1.29 -6.90 -1.28
H 1.42 -5.64 -2.43
H 0.15 -6.90 -2.70
H 0.37 -4.73 -0.49
H -1.72 -3.79 -1.49
H -1.87 -5.14 -2.60
H -0.12 -1.94 -2.02
H 1.01 -2.43 -3.32
H 1.15 -3.21 -1.83
H -1.40 -5.69 0.56
H -0.45 -6.94 0.20
C 6.18 -4.05 -1.99
C 5.41 -5.30 -1.59
C 4.03 -5.00 -1.02
O 4.13 -4.34 0.23
C 2.85 -3.89 0.65
N 5.23 -6.19 -2.75
H 7.23 -4.24 -2.24
H 6.23 -3.32 -1.18
H 5.63 -3.60 -2.82
H 6.00 -5.89 -0.88
H 3.44 -5.93 -0.98
H 3.55 -4.29 -1.70
H 2.19 -4.76 0.73
H 2.51 -3.13 -0.06
H 2.91 -3.37 1.61
H 6.09 -6.30 -3.27
H 4.91 -7.12 -2.51
```

Its expectation value of S² is 2.01. The maximum force is 0.041 Eh/bohr. The LUMO energy (spin up / spin down) is -2.4799 / -4.7039 eV. Its charge is +1. For the total energy, the calculation gives -87379.12292 eV. Its multiplicity is 3.